Molecular formula: C33H27Cl5CoN5O
Method: DFT, ωB97M-V with the def2-TZVPD basis set

Geometry as XYZ:
```
72
C33H27Cl5CoN5O, DFT ωB97M-V with the def2-TZVPD basis set
Co 0.9747 -0.9422 0.0608
O 4.4224 -2.6620 -0.7278
C 3.3493 -2.0838 -0.7435
N 2.6659 -1.6075 0.3114
C 3.0930 -1.9234 1.6494
C 2.1828 -1.1790 2.5781
C 2.4316 -1.0401 3.9342
C 1.5191 -0.3733 4.7252
C 0.3835 0.1543 4.1329
C 0.2041 -0.0037 2.7760
N 1.0770 -0.6696 2.0031
C 2.5700 -1.8188 -2.0080
C 3.0191 -2.1461 -3.2674
C 2.1859 -1.8839 -4.3455
C 0.9456 -1.3140 -4.1158
C 0.5616 -1.0188 -2.8179
N 1.3656 -1.2672 -1.7895
H 4.1414 -1.6611 1.8153
H 3.0046 -2.9997 1.8504
H 3.3375 -1.4605 4.3482
H 1.6939 -0.2560 5.7861
H -0.3572 0.6959 4.7026
H -0.6424 0.4281 2.2813
H 3.9948 -2.6010 -3.3596
H 2.5001 -2.1240 -5.3523
H 0.2685 -1.0925 -4.9283
H -0.3824 -0.5617 -2.5740
C -3.5285 3.4874 -0.4568
C -2.7098 2.9161 0.6996
C -1.1958 2.9220 0.4325
C -0.7668 4.2472 0.5963
C 0.5155 4.6934 0.3916
C 1.4334 3.7422 0.0104
C 1.0917 2.4117 -0.1585
C 2.2793 1.5805 -0.5701
C 2.6429 1.7060 -2.0438
C -0.2393 1.9154 0.0319
N -0.4624 0.5165 -0.1295
C -1.7833 0.0348 0.1876
C -0.9320 -2.3604 -0.1747
C -1.3040 -3.1048 -1.2744
C -0.2764 -4.0634 -1.4730
C 0.6614 -3.8405 -0.4950
N 0.2516 -2.8364 0.3456
H -4.5955 3.4542 -0.2321
H -3.3616 2.9450 -1.3847
H -3.2532 4.5272 -0.6419
H -3.1393 1.9805 1.0160
H -2.8581 3.5682 1.5627
H -1.5206 4.9606 0.9076
H 0.7883 5.7283 0.5416
H 2.4697 4.0191 -0.1497
H 2.1162 0.5356 -0.3378
H 3.1349 1.8395 0.0583
H 1.8037 1.4182 -2.6775
H 3.5049 1.0888 -2.3022
H 2.8876 2.7423 -2.2797
H -2.1972 0.5426 1.0602
H -2.2173 -2.9814 -1.8370
H -0.2289 -4.8242 -2.2356
H 1.6114 -4.3321 -0.3493
Cl -2.5461 0.3186 -2.5024
C -2.9134 0.1269 -0.8368
C -1.8112 -1.4333 0.5432
C -2.7532 -1.8517 1.4002
Cl -2.8271 -3.5057 1.9031
C -3.8513 -0.9952 1.8337
Cl -4.3446 -1.1487 3.4837
C -4.5173 -0.1750 0.9906
Cl -5.8695 0.7409 1.5622
C -4.1865 0.0189 -0.4210
Cl -5.5125 0.1355 -1.5207
```

Summary:
HOMO-LUMO gap (spin up / spin down) (eV): 6.15 / 6.04
Electronic energy (a.u.): -5306.42549
E_HOMO (spin up / spin down) (Eh): -0.267 / -0.267


Molecular formula: C2FNO5
Method: DFT, ωB97M-V with the def2-TZVPD basis set

Geometry as XYZ:
```
9
C2FNO5, DFT ωB97M-V with the def2-TZVPD basis set
C -2.1931 -1.3527 -0.6416
C -0.7029 0.7177 0.2735
N 2.9913 1.0922 0.6960
O -0.2140 1.3901 -0.5133
O -1.5960 -0.9094 -1.5272
O -1.0465 0.0457 1.1079
O 2.2245 1.3197 -0.0828
O -2.9178 -1.8245 0.1306
F 3.4546 -0.4788 0.5570
```

Summary:
HOMO-LUMO gap (eV): 11.02
Electronic energy (a.u.): -606.99295
Energy relative to the best compared isomer or geometry (same formula, charge and spin) (kcal/mol): 8.9
E_HOMO (Eh): -0.450